Below is a structure of composition C30H52BN7ORe, with properties calculated with ωB97M-V/def2-TZVPD.

XYZ file:
```
92
C30H52BN7ORe, DFT ωB97M-V/def2-TZVPD
Re -0.18271 0.14326 -1.70374
C -3.30115 -1.71986 -2.42462
C -3.80354 -0.42508 -1.77337
C -5.31364 -0.50864 -1.56142
C -3.07409 -0.22064 -0.48247
C -3.62645 -0.24358 0.78538
C -2.56150 -0.15394 1.68298
C -2.63574 -0.11613 3.16909
C -2.37579 1.31735 3.65840
C -3.99370 -0.61105 3.66430
N -1.43158 -0.07740 0.96249
N -1.72526 -0.09489 -0.36580
B 0.02785 -0.10911 1.44879
N 0.71917 -1.32492 0.80959
N 0.73677 -1.49437 -0.54141
C 1.32677 -2.66601 -0.80644
C 1.72537 -3.24563 0.40002
C 1.31843 -2.37439 1.40300
C 1.50385 -2.57835 2.86835
C 0.80668 -3.87137 3.30510
C 2.99996 -2.63804 3.19738
C 1.47187 -3.33613 -2.13561
C 1.00569 -2.49128 -3.31296
C 0.70411 -4.66423 -2.09456
N 0.72138 1.16787 0.94359
N 0.76457 1.44575 -0.38450
C 1.51375 2.55884 -0.55674
C 1.93724 2.99133 0.68947
C 1.41400 2.09976 1.62502
C 1.59521 2.15280 3.10476
C 2.69993 1.17355 3.52149
C 1.93792 3.56414 3.58160
C 1.83832 3.20776 -1.86179
C 3.35374 3.36646 -2.01805
C 1.13600 4.56240 -1.97712
H -3.75233 -1.84825 -3.40497
H -3.57125 -2.57501 -1.80939
H -2.21096 -1.70715 -2.53598
H -3.59728 0.42031 -2.43582
H -5.57104 -1.35182 -0.92523
H -5.80545 -0.64886 -2.52012
H -5.69519 0.40339 -1.11456
H -4.66494 -0.31066 1.03042
H -1.85271 -0.76619 3.57354
H -3.15224 1.98472 3.29445
H -1.41503 1.68259 3.30601
H -2.38624 1.33482 4.74427
H -4.78502 0.07694 3.37847
H -3.98679 -0.67673 4.74877
H -4.21815 -1.59554 3.26114
H 0.06176 -0.17150 2.61547
H 2.24490 -4.17389 0.52092
H 1.05583 -1.74990 3.41677
H 1.23828 -4.73312 2.80594
H -0.25734 -3.83313 3.08147
H 0.93173 -4.00318 4.37655
H 3.46304 -3.50318 2.73347
H 3.12757 -2.71658 4.27365
H 3.51415 -1.74370 2.85228
H 2.53782 -3.55844 -2.27272
H -0.00377 -2.08578 -3.12377
H 0.94978 -3.10331 -4.21026
H 1.70543 -1.67838 -3.49158
H -0.36517 -4.48159 -2.00489
H 1.02327 -5.27604 -1.25622
H 0.88516 -5.22522 -3.00568
H 2.54544 3.84580 0.89316
H 0.66722 1.83870 3.58858
H 3.62999 1.40929 3.01212
H 2.41882 0.15361 3.28526
H 2.86908 1.25006 4.59145
H 2.94599 3.84066 3.28831
H 1.88953 3.59980 4.66644
H 1.24028 4.29798 3.18862
H 1.48257 2.56150 -2.66110
H 3.75294 4.03554 -1.26304
H 3.58174 3.79231 -2.99145
H 3.85463 2.40511 -1.93577
H 1.41016 5.20736 -1.14769
H 0.05551 4.44617 -1.97529
H 1.43814 5.05436 -2.89975
N 1.76363 1.18440 -5.36072
C 0.93584 1.08437 -4.33826
O 1.25999 0.44402 -3.30978
C -0.39538 1.77990 -4.37649
C -1.28530 1.20454 -3.26305
H 2.68043 0.75864 -5.32345
H 1.51202 1.69162 -6.19396
H -0.85976 1.66538 -5.35848
H -0.21916 2.84926 -4.22387
H -1.91310 0.43845 -3.73942
H -1.94249 1.98934 -2.87494
```

Properties
Multiplicity = 2
Lowest unoccupied orbital energy (spin up / spin down) = -8.4 / -7.9 eV
Charge = +2
Frontier orbital gap (spin up / spin down) = 5.92 / 6.49 eV
E_HOMO (spin up / spin down) = -14.30 / -14.42 eV
E_tot = -1735.59115 hartree
Maximum force = 2.64 eV/Å